[1]
Computed, not measured: C49H68ClN2O5PTeY as an isolated structure, with ωB97M-V/def2-TZVPD.

## Properties
⟨S²⟩ = 0.7605
Spin multiplicity = 2
Largest force on an atom = 1.39 eV/A
LUMO level (spin up / spin down) = 0.0124 / -0.0624 Eh
Charge = 0

The geometry in XYZ format:
```
128
Properties=species:S:1:pos:R:3:mulliken_spin:R:1
Y 1.46 -0.17 0.24 -0.009
C 5.92 0.81 3.38 0.000
C 4.93 0.79 2.22 0.000
C 4.46 2.22 1.93 0.000
P 3.41 -0.31 2.44 0.002
C 4.08 -1.79 3.38 0.000
C 5.13 -2.59 2.61 -0.001
C 2.91 -2.70 3.76 -0.001
C 2.55 0.60 3.76 0.002
C 3.04 0.68 5.06 0.000
C 2.48 1.50 6.02 0.000
C 3.04 1.57 7.41 0.000
C 1.38 2.28 5.66 0.000
C 0.85 2.20 4.40 0.001
C 1.39 1.35 3.40 0.000
N 0.83 1.26 2.18 0.001
C -0.39 1.95 2.01 0.005
C -0.39 3.16 1.30 -0.004
C 0.93 3.75 0.91 0.000
C -1.59 3.77 0.99 -0.002
C -2.80 3.24 1.42 0.000
C -4.09 3.92 1.08 0.000
C -2.78 2.08 2.19 0.001
C -1.60 1.43 2.50 -0.001
C -1.64 0.18 3.32 0.002
H 6.76 1.46 3.12 0.000
H 6.33 -0.17 3.59 0.000
H 5.46 1.21 4.27 0.000
H 5.43 0.40 1.32 0.000
H 3.96 2.63 2.81 0.000
H 3.78 2.23 1.09 0.000
H 5.31 2.85 1.68 0.000
H 4.54 -1.41 4.30 0.000
H 4.71 -2.96 1.68 0.000
H 5.46 -3.43 3.21 0.000
H 5.99 -1.98 2.37 0.000
H 2.49 -3.15 2.87 0.001
H 2.14 -2.13 4.29 0.000
H 3.25 -3.50 4.42 0.000
H 3.88 0.08 5.35 0.000
H 3.88 0.90 7.53 0.000
H 2.27 1.30 8.14 0.000
H 3.37 2.59 7.64 0.000
H 0.94 2.93 6.39 0.000
H -0.01 2.81 4.16 -0.001
H 1.52 3.01 0.36 0.000
H 1.49 4.00 1.81 0.000
H 0.80 4.64 0.31 0.000
H -1.59 4.70 0.44 0.000
H -3.99 5.00 1.22 0.000
H -4.91 3.57 1.71 0.000
H -4.37 3.73 0.04 0.000
H -3.72 1.68 2.56 0.001
H -2.60 0.08 3.83 0.000
H -0.85 0.19 4.07 0.000
H -1.49 -0.70 2.69 -0.002
O 0.22 -1.79 1.84 -0.007
H 0.56 -2.55 1.27 -0.008
H 0.61 -1.92 2.72 -0.002
O -1.06 0.66 -0.29 -0.172
H -1.57 0.27 0.43 0.017
H -1.33 1.59 -0.35 0.011
O 3.46 -2.11 0.10 0.006
H 4.05 -2.17 -0.67 0.000
H 2.82 -2.86 0.07 -0.003
Cl 3.53 0.69 -0.97 0.001
C 2.34 1.52 -4.18 0.001
C 1.81 2.90 -3.83 0.000
C 1.41 2.70 -2.38 0.002
O 0.97 1.34 -2.25 0.038
C 1.39 0.62 -3.41 0.056
H 3.35 1.41 -3.79 0.000
H 2.34 1.31 -5.25 0.000
H 0.94 3.15 -4.45 0.000
H 2.55 3.69 -3.95 0.000
H 0.60 3.36 -2.05 -0.001
H 2.29 2.85 -1.74 0.000
H 0.49 0.37 -4.00 -0.015
H 1.86 -0.31 -3.08 0.001
C -5.94 1.77 -6.31 0.001
C -4.95 1.07 -5.42 -0.007
C -4.97 -0.30 -5.24 0.014
C -4.05 -0.94 -4.42 -0.051
C -4.13 -2.43 -4.26 0.039
C -3.09 -0.19 -3.74 0.129
Te -1.59 -1.28 -2.51 0.466
N 0.44 -1.59 -1.13 0.409
C 0.72 -2.84 -1.05 -0.040
O 1.20 -3.36 0.04 0.045
C 0.55 -3.78 -2.19 -0.010
C 0.37 -5.14 -1.92 -0.003
C 0.28 -6.05 -2.95 -0.002
C 0.40 -5.63 -4.26 0.004
C 0.61 -4.29 -4.54 -0.005
C 0.69 -3.37 -3.51 0.023
C -3.03 -1.33 -0.94 0.076
C -3.86 -0.22 -0.74 0.003
C -4.73 -0.16 0.34 -0.011
C -4.77 -1.20 1.25 0.018
C -4.00 -2.33 1.02 -0.009
C -3.14 -2.41 -0.07 -0.043
C -2.35 -3.66 -0.27 0.002
C -3.07 1.19 -3.90 -0.058
C -2.08 2.07 -3.19 0.024
C -3.99 1.80 -4.74 0.015
H -6.62 1.05 -6.77 0.000
H -5.42 2.31 -7.10 0.000
H -6.52 2.49 -5.75 0.000
H -5.71 -0.90 -5.76 0.004
H -4.94 -2.83 -4.86 0.003
H -4.31 -2.69 -3.22 -0.006
H -3.20 -2.90 -4.57 -0.008
H 0.31 -5.45 -0.89 0.002
H 0.13 -7.10 -2.73 0.000
H 0.34 -6.35 -5.07 0.000
H 0.73 -3.96 -5.56 0.001
H 0.90 -2.33 -3.73 -0.012
H -3.83 0.60 -1.44 -0.001
H -5.35 0.71 0.47 0.000
H -5.41 -1.14 2.11 0.000
H -4.06 -3.16 1.70 0.000
H -2.86 -4.52 0.16 0.000
H -1.38 -3.58 0.22 0.002
H -2.17 -3.85 -1.33 -0.009
H -1.33 1.46 -2.68 0.074
H -2.60 2.68 -2.45 0.001
H -1.60 2.74 -3.89 -0.001
H -3.96 2.88 -4.85 -0.001
```

---

[2]
Computed, not measured: a 7-piece molecular cluster, C49H78N8O4 overall, with ωB97M-V/def2-TZVPD.

## Properties
SMILES = C[C@@H](CCCNCc1ccccc1O)O[C@@H](CO[C@H](CN)c1ccccc1)C[C@H]1CO1.CCCC#N.CCCC#N.CCCC#N.CCCC#N.CCCC#N.CCCC#N
Largest force on an atom = 3.00 eV/A
LUMO level = 0.0233 Eh
Charge = 0

The geometry in XYZ format:
```
139
Properties=species:S:1:pos:R:3:mulliken_charge:R:1
C 1.01 -3.46 -1.11 -1.475
C 0.29 -2.79 0.07 0.126
C 1.25 -2.02 0.96 -0.644
C 1.86 -0.80 0.30 0.026
C 3.11 -0.34 1.03 -0.836
N 4.27 -1.00 0.42 -0.176
C 5.46 -1.05 1.26 -0.717
C 6.61 -0.24 0.71 0.288
C 6.46 0.62 -0.37 -0.366
C 7.53 1.37 -0.85 -0.721
C 8.76 1.29 -0.23 -0.369
C 8.93 0.44 0.86 -0.491
C 7.86 -0.32 1.31 0.243
O 8.02 -1.15 2.42 -0.567
O -0.72 -1.91 -0.37 -0.056
C -2.05 -2.37 -0.38 0.288
C -2.94 -1.15 -0.48 -0.553
O -3.05 -0.54 0.80 -0.497
C -3.48 0.82 0.81 0.906
C -4.06 1.07 2.19 -1.469
N -4.35 2.47 2.48 -0.480
C -4.47 1.15 -0.29 -0.079
C -5.79 0.75 -0.25 0.086
C -6.67 1.09 -1.27 -0.835
C -6.24 1.85 -2.35 -0.504
C -4.91 2.26 -2.40 -0.911
C -4.04 1.90 -1.38 0.302
C -2.40 -3.43 -1.44 -1.611
C -1.77 -3.22 -2.84 0.581
C -2.66 -2.72 -3.90 -0.791
O -1.53 -1.94 -3.23 -0.210
H 0.51 -4.37 -1.41 0.345
H 0.97 -2.78 -1.96 0.116
H 2.04 -3.67 -0.87 0.433
H -0.12 -3.61 0.69 0.536
H 0.77 -1.74 1.89 0.169
H 2.05 -2.72 1.21 0.289
H 2.16 -1.00 -0.73 0.298
H 1.13 0.01 0.33 -0.381
H 3.23 0.73 0.92 0.343
H 3.02 -0.59 2.09 0.498
H 4.00 -1.95 0.19 0.241
H 5.79 -2.07 1.41 0.332
H 5.24 -0.64 2.25 0.320
H 5.49 0.67 -0.83 0.422
H 7.37 2.03 -1.68 0.399
H 9.60 1.88 -0.57 0.367
H 9.89 0.37 1.35 0.428
H 8.61 -1.87 2.19 0.308
H -2.26 -2.83 0.60 0.540
H -2.51 -0.48 -1.22 0.163
H -3.93 -1.48 -0.80 0.257
H -2.63 1.51 0.69 -0.154
H -3.34 0.71 2.92 0.481
H -4.97 0.50 2.31 0.533
H -5.05 2.84 1.86 0.385
H -3.52 3.05 2.42 0.212
H -6.17 0.16 0.58 0.326
H -7.70 0.76 -1.22 0.427
H -6.93 2.10 -3.14 0.417
H -4.56 2.84 -3.24 0.481
H -3.01 2.24 -1.43 0.053
H -3.47 -3.42 -1.63 0.540
H -2.10 -4.42 -1.10 0.345
H -1.05 -3.97 -3.16 0.350
H -2.30 -2.82 -4.91 0.237
H -3.49 -2.06 -3.70 0.177
C 0.95 -5.74 3.10 -0.640
C 2.04 -6.79 2.92 -0.468
C 3.45 -6.20 2.97 -0.526
C 3.65 -5.22 1.91 0.291
N 3.81 -4.44 1.08 -0.394
H 0.98 -5.00 2.30 -0.095
H -0.03 -6.20 3.09 0.364
H 1.07 -5.21 4.05 0.315
H 1.90 -7.31 1.97 0.312
H 1.95 -7.55 3.71 0.313
H 4.21 -6.98 2.86 0.323
H 3.62 -5.71 3.93 0.269
C -0.83 3.51 -0.51 -1.242
C -1.46 3.63 0.87 0.519
C -0.44 3.94 1.98 -0.001
C 0.57 2.89 2.09 0.130
N 1.31 2.01 2.19 -0.453
H -0.11 2.69 -0.55 0.054
H -1.60 3.31 -1.26 0.472
H -0.32 4.43 -0.80 0.447
H -1.96 2.69 1.12 -0.205
H -2.22 4.40 0.87 0.191
H -0.96 4.01 2.94 -0.082
H 0.06 4.89 1.80 0.418
C -1.61 1.50 9.34 -1.108
C -0.69 0.71 8.41 -0.410
C 0.20 1.62 7.55 -0.404
C -0.60 2.49 6.68 0.242
N -1.23 3.16 6.00 -0.423
H -2.31 2.12 8.77 0.335
H -2.20 0.83 9.96 0.319
H -1.04 2.15 10.00 0.299
H -1.29 0.07 7.77 0.298
H -0.04 0.07 9.00 0.299
H 0.85 1.02 6.91 0.273
H 0.83 2.25 8.17 0.279
C 0.41 0.35 -4.19 -0.890
C 0.06 0.55 -5.66 -0.387
C 1.29 0.46 -6.58 -0.006
C 2.28 1.49 -6.27 0.065
N 3.04 2.32 -6.03 -0.471
H 1.09 1.11 -3.83 0.594
H -0.49 0.38 -3.58 0.018
H 0.87 -0.63 -4.03 0.237
H -0.42 1.53 -5.80 0.331
H -0.66 -0.21 -5.97 0.154
H 0.98 0.58 -7.62 0.318
H 1.76 -0.52 -6.47 0.047
C -2.47 6.64 5.03 -1.097
C -2.32 7.26 3.65 -0.179
C -3.59 7.22 2.80 -0.574
C -4.08 5.87 2.56 0.246
N -4.48 4.80 2.37 -0.405
H -2.70 5.58 4.97 0.256
H -1.54 6.74 5.59 0.323
H -3.26 7.13 5.61 0.349
H -1.52 6.75 3.12 0.069
H -2.03 8.31 3.74 0.338
H -3.40 7.69 1.84 0.279
H -4.40 7.77 3.28 0.352
C 1.32 -2.98 -8.25 -0.829
C 0.46 -3.58 -9.35 -0.502
C -0.71 -2.66 -9.72 -0.441
C -1.58 -2.42 -8.57 0.286
N -2.22 -2.23 -7.64 -0.446
H 0.74 -2.85 -7.33 0.122
H 2.16 -3.64 -8.01 0.368
H 1.72 -2.01 -8.55 0.250
H 0.07 -4.55 -9.03 0.309
H 1.06 -3.76 -10.24 0.313
H -1.31 -3.10 -10.52 0.297
H -0.34 -1.70 -10.08 0.270
```

---

[3]
Computed, not measured: a 6-piece molecular cluster, C49H86FN6O3 overall, with ωB97M-V/def2-TZVPD.

## Properties
Largest force on an atom = 2.78 eV/A
LUMO level = -0.0828 Eh
Charge = +1

The geometry in XYZ format:
```
145
Properties=species:S:1:pos:R:3:mulliken_charge:R:1
C -3.51 5.94 -1.60 -1.442
C -3.89 4.64 -0.89 0.182
C -3.40 4.63 0.56 -0.994
C -3.43 3.21 1.13 -0.259
C -4.86 2.66 1.39 -1.356
C -5.22 1.40 0.58 0.414
C -5.53 0.16 1.46 -1.253
C -4.98 -1.14 0.88 -1.430
C -3.43 -1.35 0.99 2.374
C -2.90 -1.13 -0.42 0.076
C -2.05 -0.11 -0.72 -0.059
C -1.60 0.08 -1.99 -0.885
C -1.97 -0.74 -3.01 -0.788
C -2.80 -1.79 -2.71 -1.003
C -3.24 -1.97 -1.44 -0.476
C -2.80 -0.39 1.98 -2.490
C -3.18 -1.07 3.35 -1.335
C -3.28 -2.62 3.12 2.680
C -4.63 -3.29 3.47 -2.241
C -5.49 -2.56 4.49 -0.469
F -6.33 -1.69 3.79 -0.313
C -2.14 -3.21 3.98 -1.926
C -2.42 -3.31 5.48 -0.828
C -2.20 -2.02 6.29 -0.201
C -1.84 -2.39 7.74 -0.757
O -2.01 -1.34 8.65 -0.512
N -3.07 -2.67 1.61 -0.096
C -1.83 -3.32 1.11 -1.132
O -0.73 -2.52 1.36 0.177
C 0.37 -2.74 0.47 -0.503
C 1.63 -3.18 1.24 -0.680
O 2.75 -2.50 0.72 -0.239
C 3.66 -2.04 1.72 -0.534
C 3.42 -0.53 1.89 -0.676
H -3.68 6.81 -0.95 0.325
H -4.12 6.03 -2.50 0.448
H -2.47 5.95 -1.90 0.266
H -4.98 4.54 -0.88 0.201
H -3.48 3.80 -1.46 0.150
H -3.93 5.33 1.19 0.423
H -2.35 4.93 0.53 0.279
H -2.89 2.56 0.44 -0.009
H -2.88 3.20 2.08 0.383
H -5.57 3.44 1.14 0.757
H -4.95 2.44 2.45 0.333
H -6.12 1.64 0.02 -0.084
H -4.46 1.17 -0.17 0.128
H -5.28 0.33 2.50 0.319
H -6.62 0.05 1.43 0.838
H -5.30 -1.17 -0.16 0.833
H -5.53 -1.95 1.36 0.167
H -1.70 0.59 0.02 0.426
H -0.93 0.90 -2.21 0.551
H -1.61 -0.54 -4.00 0.447
H -3.10 -2.45 -3.51 0.476
H -3.91 -2.80 -1.25 0.466
H -3.03 0.67 1.89 -0.074
H -1.72 -0.41 2.03 1.027
H -2.34 -0.78 3.98 0.290
H -4.02 -0.58 3.84 0.574
H -5.26 -3.52 2.62 0.592
H -4.38 -4.25 3.92 0.584
H -6.14 -3.26 4.99 0.428
H -4.90 -1.95 5.17 0.244
H -1.84 -4.21 3.64 0.634
H -1.25 -2.60 3.86 0.372
H -3.40 -3.70 5.74 0.458
H -1.70 -4.03 5.87 0.537
H -1.41 -1.39 5.90 0.218
H -3.10 -1.39 6.33 0.198
H -2.40 -3.28 8.02 0.363
H -0.78 -2.65 7.75 0.349
H -2.90 -1.00 8.61 0.332
H -3.76 -3.29 1.18 0.934
H -1.94 -3.53 0.05 0.778
H -1.70 -4.30 1.59 0.420
H 0.62 -1.77 0.03 0.296
H 0.16 -3.47 -0.30 0.358
H 1.78 -4.25 1.04 0.163
H 1.47 -3.01 2.30 0.406
H 3.56 -2.56 2.67 0.452
H 4.68 -2.19 1.39 0.317
H 2.34 -0.40 1.86 0.089
H 3.89 -0.05 1.04 0.214
H 3.82 -0.16 2.82 0.362
C 7.40 -2.38 -2.76 -0.904
C 6.08 -2.57 -2.02 -0.482
C 5.38 -1.24 -1.71 0.038
C 6.24 -0.42 -0.84 0.236
N 6.92 0.21 -0.15 -0.549
H 8.12 -1.83 -2.16 0.285
H 7.84 -3.35 -2.99 0.434
H 7.24 -1.85 -3.70 0.005
H 6.25 -3.12 -1.09 0.270
H 5.41 -3.18 -2.63 0.423
H 4.43 -1.41 -1.20 -0.115
H 5.17 -0.69 -2.63 0.413
C 9.74 0.13 -6.37 -0.949
C 9.44 -0.76 -7.57 -0.416
C 7.94 -0.85 -7.89 -0.477
C 7.20 -1.41 -6.75 0.289
N 6.62 -1.84 -5.85 -0.453
H 9.28 -0.25 -5.46 0.186
H 10.81 0.19 -6.20 0.318
H 9.37 1.15 -6.54 0.299
H 9.83 -1.76 -7.37 0.291
H 9.96 -0.38 -8.45 0.302
H 7.77 -1.49 -8.75 0.292
H 7.54 0.14 -8.11 0.269
C 11.46 -1.19 1.01 -1.179
C 10.20 -1.90 1.50 -0.262
C 10.14 -3.37 1.06 -0.420
C 10.12 -3.46 -0.41 0.292
N 10.09 -3.51 -1.56 -0.486
H 11.49 -1.15 -0.08 0.343
H 11.48 -0.16 1.38 0.331
H 12.36 -1.69 1.36 0.315
H 9.32 -1.37 1.15 0.173
H 10.18 -1.87 2.60 0.306
H 9.23 -3.84 1.44 0.273
H 11.00 -3.93 1.43 0.325
C 1.93 8.05 -2.97 -1.122
C 0.60 8.77 -3.06 -0.413
C 0.01 9.11 -1.69 -0.439
C -0.24 7.90 -0.91 0.262
N -0.43 6.94 -0.29 -0.435
H 1.83 7.08 -2.47 0.339
H 2.33 7.85 -3.97 0.324
H 2.67 8.64 -2.43 0.300
H -0.11 8.16 -3.62 0.282
H 0.73 9.70 -3.63 0.306
H -0.94 9.64 -1.80 0.267
H 0.69 9.76 -1.13 0.316
C -9.06 -0.01 -3.26 -1.144
C -9.71 -0.25 -1.90 -0.306
C -10.14 1.05 -1.21 -0.489
C -8.98 1.92 -0.98 0.271
N -8.06 2.61 -0.81 -0.480
H -8.14 0.57 -3.17 0.329
H -8.80 -0.96 -3.73 0.326
H -9.74 0.52 -3.93 0.328
H -9.01 -0.79 -1.26 0.181
H -10.59 -0.88 -2.02 0.322
H -10.61 0.84 -0.25 0.278
H -10.86 1.59 -1.83 0.318
```

---

| no. | calculated total energy (eV) |
| --- | --- |
| 1 | -95286.8048 |
| 2 | -72185.0887 |
| 3 | -70000.0005 |